{"formula": "C8H22CsN2O2", "method": "wB97M-V/def2-TZVPD", "elements": ["Cs", "C", "C", "C", "O", "C", "N", "H", "H", "H", "H", "H", "H", "H", "H", "H", "H", "H", "C", "C", "C", "O", "C", "N", "H", "H", "H", "H", "H", "H", "H", "H", "H", "H", "H"], "xyz": [[16.727522, -13.440685, 5.967983], [16.972458, -15.983754, 6.581643], [16.714549, -15.842721, 8.080060], [18.030666, -15.789433, 8.928228], [18.558621, -17.090298, 8.891748], [19.854422, -17.106133, 9.497531], [16.013913, -14.562966, 8.234133], [16.040742, -16.196647, 6.057541], [17.602784, -16.806698, 6.244619], [17.454475, -15.075144, 6.220813], [15.982567, -16.617075, 8.309568], [17.910234, -15.495725, 9.970976], [18.595819, -14.950797, 8.521553], [19.843927, -16.881052, 10.563982], [20.603246, -16.437522, 9.072887], [20.167350, -18.145254, 9.599589], [15.118313, -14.701162, 7.788151], [15.695850, -14.451650, 9.186268], [16.621316, -15.727152, 3.176500], [17.213553, -14.292187, 3.251776], [18.685338, -14.301359, 3.802115], [18.657438, -14.994794, 5.081852], [19.959911, -15.312988, 5.553047], [17.104828, -13.699713, 1.920816], [17.170880, -16.446601, 2.569485], [15.595814, -15.787980, 2.812159], [16.509180, -16.187296, 4.158236], [16.657222, -13.656981, 3.941074], [19.096221, -13.292021, 3.779798], [19.217423, -14.850655, 3.025415], [20.562611, -14.428495, 5.759259], [20.529523, -15.927347, 4.855774], [19.830382, -15.879984, 6.474917], [16.101906, -13.580385, 1.924916], [17.462456, -12.765164, 2.058024]], "forces_ev_per_a": [[-2.24, 8.21, 1.12], [0.64, -1.63, 1.04], [0.10, -0.34, 0.20], [-2.05, -0.78, -0.42], [1.51, 0.97, -0.14], [-0.16, -1.03, 1.13], [-0.82, -0.04, 1.29], [-0.33, 0.44, 0.03], [0.13, -0.17, 0.70], [0.47, -5.16, 1.28], [0.70, -0.54, 0.83], [-0.64, 0.02, 0.24], [0.89, -0.24, -0.54], [-0.63, 0.73, 0.24], [-0.12, -0.18, -0.58], [0.24, -0.01, -0.98], [-0.47, 0.05, -0.34], [0.38, 0.07, 0.54], [-0.34, -0.06, 0.87], [0.51, -1.33, -0.15], [-1.49, -1.13, -1.24], [2.46, 1.25, -2.98], [0.38, -0.27, 0.35], [0.27, 0.03, 0.92], [0.41, 0.44, -0.09], [-0.05, 0.63, -0.38], [0.41, 0.07, 0.01], [-0.21, -0.85, -2.13], [0.16, 0.20, 0.73], [0.46, -0.31, 0.32], [-0.12, 0.23, 0.04], [-0.24, -0.08, -0.21], [-0.02, 0.01, 0.02], [-0.36, 0.26, -1.10], [0.16, 0.55, -0.62]], "mulliken_charge": [0.898, -3.242, 0.864, -0.666, -0.356, -0.820, -1.009, 0.838, 0.393, 1.619, 0.485, 0.520, 0.258, 0.351, 0.298, 0.285, 0.214, 0.259, -0.918, 0.572, -0.895, -0.370, -0.800, -0.755, 0.332, 0.374, 0.156, -0.079, 0.353, 0.409, 0.337, 0.334, 0.191, 0.295, 0.275], "charge": 1, "total_energy_ha": -597.731536, "e_above_lowest_ev": 5.374}